(1)
DFT (the ωB97M-V functional and the def2-TZVPD basis) results for 12 unconnected molecules or ions with the total composition C40H111N7O18.

XYZ file:
```
176
Properties=species:S:1:pos:R:3:forces:R:3:mulliken_charge:R:1
C 23.850475 -20.524011 -5.740489 -1.0 2.0 2.6 -0.610
O 22.750211 -19.627630 -5.356341 0.0 0.9 0.2 -0.370
C 22.995840 -18.697467 -4.255457 -0.5 -1.3 0.4 -0.731
C 22.989476 -19.354588 -2.760327 0.0 0.5 -0.8 0.432
C 21.634609 -20.007374 -2.362858 1.2 0.5 -1.2 -1.226
N 23.369701 -18.303017 -1.798781 -0.2 0.4 -0.2 -0.726
H 24.784680 -19.967372 -5.814794 0.0 0.2 -0.9 0.294
H 23.507422 -21.064575 -6.622647 0.4 -0.2 0.5 0.223
H 23.987318 -20.992147 -4.765702 0.3 -1.6 -0.6 0.258
H 23.843787 -18.060063 -4.506082 0.7 -0.4 0.5 0.400
H 22.181826 -17.972574 -4.261033 -0.5 -0.3 -0.2 0.306
H 23.756043 -20.127768 -2.708512 0.1 0.0 -0.1 0.226
H 20.926137 -19.200559 -2.175224 -0.2 -0.2 0.1 0.320
H 21.803961 -20.627962 -1.482913 -0.3 0.1 0.0 0.357
H 21.326804 -20.614511 -3.214177 -0.4 -0.2 0.2 0.310
H 22.635950 -17.608965 -1.801508 -0.2 0.7 -0.7 0.269
H 23.204424 -18.588975 -0.844312 0.5 -0.9 0.3 0.267
C 29.813875 -4.549553 -10.706798 0.5 -1.1 -1.5 -0.746
O 30.754605 -4.144998 -11.736811 -0.1 1.3 1.6 -0.334
C 32.075527 -4.340991 -11.290856 0.7 0.2 -0.5 -0.759
C 32.503848 -3.560259 -10.021198 1.0 -0.3 0.2 0.642
C 32.340135 -2.021064 -10.103452 0.5 -1.1 -0.6 -1.327
N 33.942274 -3.840034 -9.730775 0.0 0.5 0.0 -0.795
H 30.035793 -4.433677 -9.645934 0.4 1.0 -0.2 0.302
H 29.904913 -5.626893 -10.845168 -1.2 -0.4 0.3 0.341
H 28.865583 -4.089701 -10.984971 0.0 -0.4 0.2 0.235
H 32.282183 -5.410782 -11.260080 -0.1 -0.5 1.0 0.331
H 32.733498 -4.113608 -12.129593 0.0 0.8 0.0 0.344
H 31.990763 -3.925218 -9.131450 -0.7 0.1 -0.2 0.230
H 32.983150 -1.588581 -10.869998 -0.2 -0.3 -0.6 0.348
H 32.787762 -1.557457 -9.224362 -0.9 0.0 0.5 0.383
H 31.296913 -1.812921 -10.341068 0.1 0.5 0.4 0.300
H 34.106659 -4.713352 -9.250777 -0.4 -0.8 -0.5 0.248
H 34.147651 -3.230239 -8.952272 0.4 0.7 -0.1 0.255
C 19.766259 -11.227054 0.174074 -0.5 2.1 0.9 -0.764
O 18.968843 -12.153925 -0.425102 0.3 -3.1 0.3 -0.283
C 17.765707 -11.681776 -0.901015 -0.2 0.4 -1.8 -0.667
C 17.121860 -12.718167 -1.882384 0.0 0.8 1.0 0.276
C 17.947532 -12.904362 -3.101961 1.5 0.1 0.1 -1.297
N 15.773258 -12.248749 -2.158229 0.1 -0.2 0.2 -0.749
H 19.944183 -10.391308 -0.502668 0.5 0.1 -0.4 0.338
H 20.696344 -11.569735 0.627494 -0.2 -0.6 -0.4 0.245
H 19.159107 -10.760020 0.949537 0.2 0.2 0.7 0.316
H 17.006068 -11.302766 -0.217341 0.1 -0.6 0.9 0.438
H 18.086814 -10.777139 -1.417387 -0.6 0.5 -0.9 0.283
H 17.168118 -13.696081 -1.403153 -0.7 0.0 0.5 0.280
H 18.164165 -11.982480 -3.641681 -0.1 0.1 0.0 0.304
H 17.611426 -13.660109 -3.811881 -0.1 -0.1 0.2 0.378
H 18.854305 -13.220072 -2.586014 0.7 -0.3 -1.0 0.299
H 15.977054 -11.382647 -2.636153 -0.6 0.5 -0.3 0.298
H 15.427717 -12.869006 -2.876554 -0.5 0.0 -0.2 0.305
C 25.287924 -4.856348 -1.431030 -0.7 2.9 0.3 -0.898
O 26.660163 -4.843577 -1.805848 -1.5 -2.2 0.0 -0.338
C 27.228052 -6.107925 -1.487426 1.2 -0.3 -2.3 -0.623
C 28.728919 -5.926020 -1.873454 0.7 -1.4 1.7 0.426
C 29.604918 -7.160034 -1.578034 -0.3 -1.3 -0.1 -1.362
N 29.170941 -4.815105 -1.116056 1.0 1.6 0.5 -0.789
H 25.218260 -4.541514 -0.389816 0.0 0.2 0.2 0.342
H 24.507096 -5.613769 -1.499618 1.2 -1.4 -0.7 0.350
H 24.860026 -4.061967 -2.042547 -0.1 0.3 0.2 0.294
H 26.957344 -6.390963 -0.470231 0.7 0.1 0.4 0.394
H 26.878733 -6.909543 -2.138177 -0.7 0.0 -0.2 0.328
H 28.927725 -5.570285 -2.884409 -0.9 -0.7 -0.5 0.264
H 29.048026 -8.080977 -1.750767 -0.3 -0.1 -0.4 0.333
H 29.944367 -7.350413 -0.559879 -0.3 0.9 0.5 0.315
H 30.527426 -7.316991 -2.137000 -0.1 0.7 -0.5 0.334
H 29.010986 -4.996103 -0.135368 0.1 0.1 0.3 0.260
H 28.475466 -4.137791 -1.394739 0.3 0.9 0.5 0.368
C 23.535811 -12.276879 -8.267777 -0.3 -0.2 -1.3 -0.787
O 22.744402 -13.364390 -8.858524 0.5 1.1 0.8 -0.286
C 23.382771 -14.163487 -9.816054 1.5 0.1 -1.4 -0.668
C 22.456270 -14.711642 -10.943006 -1.5 0.6 1.7 0.411
C 21.166471 -15.156646 -10.273114 -0.6 1.5 0.5 -1.520
N 23.004548 -15.822032 -11.655187 1.1 -0.4 -0.3 -0.722
H 24.334807 -12.517838 -7.566608 -0.6 -0.9 0.6 0.314
H 22.821381 -11.546664 -7.887672 0.1 -0.4 0.4 0.271
H 24.138810 -11.730092 -8.992688 -0.3 -0.1 -0.9 0.331
H 24.117657 -13.578240 -10.368788 0.3 0.4 0.0 0.347
H 24.008437 -14.947840 -9.390096 -0.4 -0.5 0.4 0.337
H 22.185443 -13.817058 -11.503800 0.4 -0.3 -0.8 0.256
H 21.405577 -15.578824 -9.297052 -0.3 -0.4 0.0 0.339
H 20.479499 -15.760587 -10.865913 0.4 -0.2 -0.1 0.441
H 20.661615 -14.204840 -10.107933 -0.5 -0.2 0.6 0.366
H 22.629273 -16.614854 -11.154493 0.4 -0.5 -0.1 0.304
H 22.655931 -15.925243 -12.597484 0.0 0.4 -0.1 0.266
C 31.397129 -22.287301 -13.829185 2.9 -1.5 1.2 -0.962
O 32.036597 -21.131838 -13.220836 -1.9 -0.5 -1.2 -0.335
C 31.277090 -20.677408 -12.140769 -0.2 0.4 0.5 -0.840
C 30.615056 -19.301842 -12.450698 0.4 -0.4 0.8 0.578
C 31.729437 -18.258687 -12.306290 -0.2 0.1 -0.6 -1.501
N 29.452866 -19.118245 -11.561354 0.5 -0.1 -0.1 -0.622
H 32.050632 -22.480121 -14.679972 -0.7 -0.2 -0.3 0.301
H 30.366787 -22.637615 -13.890742 -0.9 2.1 -0.7 0.399
H 31.628705 -23.060745 -13.096886 0.7 -0.7 0.1 0.379
H 30.598265 -21.428120 -11.736129 -0.7 0.0 -0.7 0.420
H 31.956388 -20.642199 -11.289057 0.3 0.9 0.2 0.315
H 30.217250 -19.221643 -13.462339 0.3 -0.6 -0.2 0.273
H 31.355789 -17.240069 -12.410699 -0.2 0.1 0.8 0.414
H 32.430224 -18.285890 -13.140713 0.1 -0.6 -0.1 0.351
H 32.304797 -18.496109 -11.411468 -0.1 0.7 0.2 0.364
H 29.578456 -18.357504 -10.908983 -0.2 0.1 -0.1 0.217
H 28.631651 -19.000636 -12.137443 -0.1 0.3 0.4 0.250
C 9.683120 -21.663452 -12.370563 -1.7 -1.4 -0.4 -0.793
O 10.902455 -21.557377 -11.783875 1.2 1.2 0.7 -0.270
C 11.761686 -20.758516 -12.542136 2.4 -0.1 -0.3 -0.558
C 13.116003 -20.783619 -11.847699 -0.1 0.4 1.6 -0.675
N 13.041031 -20.296744 -10.398606 1.0 -0.7 -1.7 -0.471
C 14.027109 -21.096517 -9.601762 -0.6 1.3 0.2 -0.500
C 14.018572 -20.714666 -8.061946 -1.0 -1.0 -2.3 -0.619
O 13.126948 -21.641830 -7.480347 -0.8 -0.1 0.1 -0.303
C 12.313098 -21.295591 -6.364220 1.4 -0.8 0.6 -0.772
H 9.064843 -20.766690 -12.329886 0.1 0.2 -0.1 0.300
H 9.172899 -22.473206 -11.848971 -0.3 0.1 0.1 0.241
H 9.798549 -22.025355 -13.392235 -0.2 0.2 -0.4 0.331
H 11.492903 -19.739293 -12.819676 -0.9 0.1 0.6 0.360
H 12.005232 -21.248264 -13.484976 -0.5 -0.2 -0.5 0.403
H 13.895943 -20.245259 -12.386186 -0.2 0.3 -0.1 0.376
H 13.418055 -21.829263 -11.906728 0.1 -0.3 0.4 0.314
H 12.086240 -20.523816 -10.160040 0.0 -0.3 0.7 0.329
H 15.027150 -20.902262 -9.989417 0.0 0.4 -0.2 0.352
H 13.836859 -22.140084 -9.852480 0.1 -0.4 0.9 0.375
H 13.614302 -19.704309 -7.999784 0.3 0.2 0.2 0.344
H 15.050707 -20.805764 -7.723580 -0.1 0.1 0.6 0.364
H 12.977608 -21.259018 -5.500971 0.0 0.4 0.4 0.313
H 11.687590 -22.166963 -6.170402 -0.3 0.2 -0.3 0.242
H 11.725663 -20.377727 -6.387238 0.0 0.1 -0.6 0.319
O 26.023890 -11.549871 -17.017140 -0.2 -0.5 -1.1 -0.514
C 27.113998 -12.472394 -16.958991 -0.1 0.0 0.4 -0.423
C 27.064495 -13.651407 -18.013351 0.4 0.4 1.0 -0.323
O 25.909131 -14.432746 -17.741831 -0.8 0.3 0.0 -0.524
H 25.281932 -12.153226 -16.933032 -0.6 0.3 0.0 0.309
H 27.993617 -11.828842 -16.945234 0.3 -0.5 -0.6 0.325
H 26.993436 -12.808995 -15.929298 0.7 -1.1 -0.1 0.291
H 27.861667 -14.389689 -17.926420 0.7 0.6 0.4 0.254
H 27.129516 -13.309114 -19.046166 -0.4 0.4 0.0 0.298
H 25.401649 -14.579842 -18.543343 0.0 0.1 0.0 0.306
O 15.909650 -6.764857 -8.448650 -0.8 0.0 -0.4 -0.513
C 16.746303 -6.379318 -7.400771 -0.4 0.1 2.0 -0.265
C 16.035783 -6.396606 -6.005421 -1.5 -0.4 -1.7 -0.450
O 16.915490 -6.128636 -4.962376 0.4 -0.1 0.5 -0.502
H 16.467164 -7.181278 -9.109983 -0.2 0.0 -0.1 0.328
H 17.528755 -7.135586 -7.338248 0.6 0.5 0.3 0.271
H 17.077965 -5.346390 -7.506420 0.6 -0.1 -0.3 0.195
H 15.449986 -7.307673 -5.883337 0.6 -0.9 0.0 0.294
H 15.213913 -5.693857 -5.868410 -0.1 0.7 -1.1 0.296
H 16.278794 -5.763592 -4.343534 0.8 0.1 0.8 0.344
O 20.282653 -14.692066 -19.973550 1.5 -1.5 -0.7 -0.492
C 19.147189 -14.146774 -19.449335 -0.3 0.8 1.4 -0.343
C 18.890892 -12.888591 -20.185000 -0.9 0.5 -1.1 -0.292
O 17.690104 -12.345812 -19.744286 -1.3 1.0 0.5 -0.515
H 19.916217 -15.105706 -20.758550 0.9 -0.4 -0.4 0.319
H 18.337879 -14.876902 -19.454718 -0.5 0.2 -0.1 0.267
H 19.298262 -13.854898 -18.410053 0.1 -0.3 0.2 0.244
H 18.744495 -13.036083 -21.254998 0.6 -0.5 -0.4 0.293
H 19.690650 -12.154243 -20.089062 0.1 -0.2 0.3 0.213
H 17.013916 -12.684695 -20.335494 -0.2 0.2 0.3 0.306
O 32.978370 -13.156287 -6.328005 1.5 0.3 -1.9 -0.516
C 32.035771 -13.710063 -5.510582 -0.7 1.6 1.2 -0.493
C 31.991228 -15.162033 -5.651498 -0.8 -1.8 -0.3 -0.253
O 33.251029 -15.773874 -5.430987 0.6 0.3 0.9 -0.553
H 33.668301 -13.800611 -6.153540 1.2 0.4 -0.7 0.344
H 32.380954 -13.332847 -4.547950 -0.8 -0.7 1.0 0.291
H 31.062496 -13.269258 -5.726270 -0.1 -0.1 0.0 0.295
H 31.772057 -15.471958 -6.673273 -0.8 0.5 -0.2 0.269
H 31.215979 -15.518618 -4.973304 0.0 -0.4 0.1 0.321
H 33.118740 -16.711996 -5.275959 0.1 0.0 0.0 0.296
O 18.299599 -7.939683 -15.667157 -1.0 -0.2 -0.1 -0.501
C 19.404272 -7.110316 -15.903378 1.3 -1.1 0.8 -0.244
C 20.348945 -7.255765 -14.653550 -3.8 -0.7 0.3 -0.469
O 21.521263 -6.660580 -14.813745 3.3 1.5 -0.8 -0.500
H 18.223082 -8.470161 -16.463617 -0.5 -0.2 0.3 0.314
H 19.853456 -7.509805 -16.812628 0.7 0.4 -0.1 0.308
H 19.155658 -6.063027 -16.075072 -0.1 0.1 0.2 0.199
H 20.534568 -8.265690 -14.287920 -0.7 -0.6 -0.6 0.311
H 19.799648 -6.796258 -13.831827 0.0 0.3 0.1 0.258
H 21.986987 -7.289255 -15.370051 0.8 0.5 -0.1 0.325
```
Forces are in eV/Å.

Computed properties:
- HOMO level: -8.838 eV
- Charge: 0
- Frontier orbital gap: 0.33443 Eh
- Energy relative to the best compared isomer or geometry (same formula, charge and spin): 806.7 kJ/mol
- SMILES: COC[C@H](C)N.COC[C@H](C)N.COC[C@H](C)N.COC[C@H](C)N.COC[C@H](C)N.COC[C@H](C)N.COCCNCCOC.OCCO.OCCO.OCCO.OCCO.OCCO

(2)
DFT (the ωB97M-V functional and the def2-TZVPD basis) results for a single C18H18N4O5S2 molecule.

XYZ file:
```
47
Properties=species:S:1:pos:R:3:forces:R:3:mulliken_charge:R:1
O -0.116901 -0.631345 -0.915553 1.3 0.7 0.6 -0.575
C -0.329237 0.458968 -0.426375 -0.2 -1.6 -0.4 0.015
O 0.450375 1.096177 0.491149 -1.0 1.3 -1.4 -0.319
C 1.787053 0.727286 0.559639 0.4 -2.8 0.8 -0.446
N 2.473476 1.518982 1.524269 0.5 1.3 2.0 0.571
N 2.454324 2.874137 1.296299 3.7 0.3 1.4 -0.257
N 3.357645 3.574934 1.940812 -4.0 0.1 -2.0 -0.765
C 4.001770 3.142280 3.084127 -2.3 -3.2 -3.3 0.449
C 4.620292 4.072105 3.767000 4.0 0.8 3.7 -0.358
C 5.441900 3.591278 4.846368 -1.2 0.4 -0.5 -0.319
C 5.447359 2.239745 5.251629 -1.7 0.1 -1.3 -0.596
C 4.625926 1.305470 4.523500 1.4 0.0 1.2 -0.510
C 3.972241 1.765455 3.382292 1.2 0.9 1.7 0.137
C 3.380511 0.892970 2.441895 -2.1 -0.8 -1.6 0.702
O 3.510818 -0.301686 2.363961 0.5 -0.7 0.4 -0.636
C -1.634218 1.093637 -0.712143 -0.2 2.9 -0.1 0.843
C -2.734819 0.273982 -0.106741 -1.7 -1.1 0.4 -1.411
C -3.121591 -1.042982 -0.803781 2.9 -1.3 -0.9 -0.554
N -3.344238 -0.761225 -2.221386 -2.2 -0.4 -2.2 -0.030
S -4.319916 -1.895020 -3.176510 -1.8 0.6 0.7 1.186
O -5.542345 -2.169741 -2.382734 2.6 0.5 -1.0 -0.693
O -4.538638 -1.443090 -4.574127 1.4 -0.5 2.9 -0.681
C -3.290023 -3.375693 -3.151726 -2.4 2.7 -0.7 0.137
C -3.144912 -4.125585 -2.033268 2.3 -1.5 -1.9 -0.351
C -2.109685 -5.101153 -2.379458 -0.3 0.4 -0.5 -0.581
C -1.633935 -4.895488 -3.683270 1.3 -2.5 0.8 -0.423
S -2.426167 -3.736720 -4.613180 -0.4 0.5 2.0 -0.041
C -2.308210 -0.025243 -2.951419 1.7 -0.5 2.0 -0.632
C -1.955167 1.356545 -2.227937 0.4 -2.7 0.4 -1.165
H 2.430267 0.804917 -0.300994 -0.8 0.0 -1.3 0.287
H 1.735478 -0.348329 0.862531 0.9 0.9 0.0 0.418
H 4.695173 5.101830 3.455628 -0.3 0.0 0.0 0.435
H 5.963623 4.378866 5.372788 0.4 -0.4 0.3 0.350
H 5.977887 1.917891 6.135952 0.1 0.0 -0.1 0.405
H 4.585384 0.230736 4.869737 0.0 1.4 -0.7 0.366
H -1.618837 2.112234 -0.222394 -0.1 -1.0 -0.3 0.369
H -2.575200 0.071141 0.948048 0.3 -0.1 0.2 0.443
H -3.692929 0.789848 -0.131486 0.1 0.7 -0.1 0.437
H -2.321095 -1.877947 -0.686234 -0.8 1.4 -0.2 0.239
H -3.983052 -1.485966 -0.376998 -1.2 0.0 0.4 0.578
H -3.634911 -4.093861 -1.082197 -0.3 0.3 0.0 0.569
H -1.861761 -5.907681 -1.662212 0.3 0.6 -0.9 0.358
H -0.827350 -5.446778 -4.227000 -0.9 0.2 0.9 0.376
H -2.514858 0.185308 -3.947861 -1.4 0.4 -1.7 0.565
H -1.429670 -0.729725 -3.085415 -0.3 1.1 0.7 0.293
H -2.767982 2.069445 -2.230803 -0.4 -0.1 -0.3 0.396
H -1.133853 1.749093 -2.804424 0.5 0.4 0.1 0.418
```
Forces are in eV/Å.

Computed properties:
- HOMO level: -8.937 eV
- Charge: 0
- Frontier orbital gap: 0.30966 Eh
- Energy relative to the best compared isomer or geometry (same formula, charge and spin): 325.9 kJ/mol
- SMILES: O=C(OCn1nnc2ccccc2c1=O)C1CCN(S(=O)(=O)c2cccs2)CC1